Entry 1:
39
Properties=species:S:1:pos:R:3:forces:R:3:mulliken_charge:R:1 method="wB97M-V/def2-TZVPD" charge=0 max_force_ev_per_a=1.4 homo_ev=-8.7 mol_weight_g_mol=362.8 gap_ev=9.02 smiles="Cc1cc(C)n2nc(S[C@@H](C)C(=O)Nc3ccc(Cl)cn3)nc2n1" e_above_lowest_kj_mol=0.0
C 6.838 1.693 3.088 0.04 0.02 0.02 -1.138
C 5.742 1.107 2.262 -0.15 -0.05 0.00 0.957
N 4.588 0.906 2.856 0.37 0.30 0.61 -0.600
C 3.611 0.383 2.140 -0.18 -0.33 -0.99 0.411
N 2.376 0.079 2.487 -0.31 0.03 0.54 -0.640
C 1.840 -0.420 1.366 0.82 0.18 -0.39 0.236
N 2.650 -0.457 0.310 -0.62 -0.44 -0.75 -1.087
N 3.786 0.052 0.788 0.04 0.41 1.34 0.615
C 4.953 0.248 0.150 0.50 0.12 -0.14 1.462
C 5.964 0.790 0.905 -0.24 -0.13 -0.18 -1.186
H 6.927 0.973 0.459 0.07 0.00 -0.09 0.396
C 5.037 -0.135 -1.285 -0.07 -0.01 0.04 -1.391
H 4.813 -1.195 -1.396 -0.02 -0.04 -0.04 0.315
H 4.289 0.414 -1.855 -0.03 0.00 -0.05 0.327
H 6.026 0.074 -1.683 0.04 0.02 0.02 0.375
S 0.200 -0.963 1.320 -0.42 -0.18 -0.27 -0.207
C 0.155 -1.611 -0.410 0.25 -0.12 0.48 0.505
C 0.735 -3.012 -0.478 -0.07 0.08 -0.09 -1.375
H 0.170 -3.683 0.165 -0.02 -0.07 0.01 0.335
H 0.671 -3.381 -1.498 0.02 -0.07 -0.06 0.329
H 1.775 -3.001 -0.164 0.04 0.02 0.03 0.395
C -1.279 -1.571 -0.931 0.28 0.38 0.18 0.249
O -1.795 -2.519 -1.474 -0.12 -0.28 -0.12 -0.661
N -1.873 -0.356 -0.760 0.14 0.21 0.14 -0.094
C -3.154 0.041 -1.116 -0.51 0.06 -0.24 0.247
N -3.417 1.306 -0.800 0.46 -0.17 0.13 -0.549
C -4.601 1.807 -1.089 -0.36 -0.05 -0.15 -0.472
C -5.589 1.061 -1.715 0.21 -0.22 0.01 0.471
C -5.322 -0.262 -2.049 0.07 0.37 0.15 -0.613
C -4.082 -0.789 -1.748 0.05 -0.05 0.02 -0.263
H -3.828 -1.808 -1.986 0.01 -0.01 -0.01 0.481
H -6.074 -0.865 -2.535 -0.07 -0.04 -0.04 0.429
Cl -7.124 1.764 -2.072 -0.15 0.11 -0.02 -0.212
H -4.763 2.839 -0.810 -0.14 0.09 -0.03 0.384
H -1.364 0.364 -0.260 -0.02 -0.15 -0.05 0.276
H 0.765 -0.914 -0.991 -0.14 -0.04 -0.03 0.324
H 7.193 2.619 2.641 0.08 0.07 -0.01 0.314
H 7.677 1.001 3.142 0.10 -0.01 0.02 0.301
H 6.468 1.890 4.089 0.02 0.02 0.03 0.353

Entry 2:
140
Properties=species:S:1:pos:R:3:forces:R:3:mulliken_charge:R:1 method="wB97M-V/def2-TZVPD" charge=+1 max_force_ev_per_a=3.8 homo_ev=-9.6 mol_weight_g_mol=977.0 gap_ev=8.06
C 1.228 4.281 -0.255 -0.06 0.21 0.24 -0.819
C 0.887 3.460 0.761 0.14 -0.27 0.09 -0.840
C 1.185 1.966 0.743 0.97 1.42 0.61 -0.600
C 0.286 1.313 -0.296 -0.77 -1.98 -1.33 0.633
C -0.912 0.500 0.245 2.05 2.43 2.02 -1.528
N -1.581 -0.287 -0.872 1.45 2.14 1.59 1.770
C -2.559 0.742 -1.433 -2.33 -0.05 -0.03 -1.636
C -3.783 1.117 -0.577 -0.14 0.22 0.19 -0.357
C -5.045 0.324 -0.881 -0.23 -0.03 1.40 0.094
N -5.795 -0.085 0.219 1.03 -0.47 -0.09 -0.520
O -5.435 0.111 -1.988 0.04 -0.03 -1.53 -0.580
C -2.117 -1.461 -0.152 -1.54 -1.85 0.27 0.751
F -2.706 -1.101 0.996 -0.65 1.25 -0.08 -0.352
F -1.150 -2.256 0.296 1.17 -0.09 -0.67 -0.161
C -3.118 -2.392 -0.915 0.33 -1.22 -0.61 -0.220
F -4.223 -2.581 -0.181 -0.48 0.35 0.39 -0.366
F -3.465 -1.957 -2.123 -0.15 0.64 -0.11 -0.189
C -0.394 -0.489 -1.821 2.00 -1.79 -2.57 2.474
C 0.024 -1.910 -2.219 -0.17 -1.40 0.57 -3.874
O -1.003 -2.656 -2.851 0.09 0.47 0.14 -0.143
C -0.495 -3.781 -3.553 -0.13 -1.26 0.10 -0.552
C -1.328 -5.046 -3.221 -0.52 0.88 -0.34 0.280
C -2.120 -5.592 -4.427 -0.20 -0.29 0.83 -1.362
P -0.528 0.413 -3.536 -1.63 2.34 -0.10 -0.122
N -1.751 -0.352 -4.470 1.24 0.09 0.09 -0.484
O 0.857 0.086 -4.398 -0.37 -1.24 1.02 -0.661
C 0.871 0.243 -1.294 0.51 1.42 0.05 -1.576
C 2.151 -0.540 -0.985 -0.15 -0.51 0.79 -0.911
C 2.176 -1.489 0.229 0.62 0.25 0.11 -1.903
C 2.496 -0.895 1.620 0.75 -1.52 0.13 2.602
C 3.774 -0.030 1.686 -0.70 0.30 0.15 -1.742
C 2.709 -2.128 2.563 -1.13 0.27 -0.26 -0.963
C 1.935 -2.003 3.897 0.95 -1.89 0.57 -1.084
C 0.705 -2.894 3.851 0.09 0.66 -0.11 -0.194
C -0.451 -2.577 4.425 -0.21 0.09 0.26 0.425
C -0.483 -1.759 5.694 -0.23 0.91 -1.07 -1.122
C -1.778 -2.982 3.833 0.11 -0.49 1.00 -1.149
H 0.443 4.861 -0.734 0.50 1.47 0.94 0.311
H 2.263 4.416 -0.557 -0.20 -1.23 -1.34 0.276
H 0.375 3.884 1.625 -1.57 -0.49 -0.66 0.430
H 1.049 1.601 1.759 0.19 -0.49 -0.13 0.364
H 2.221 1.856 0.411 0.05 -0.35 0.18 0.147
H -0.053 2.103 -0.965 -0.26 0.05 0.15 0.592
H -1.514 1.236 0.778 -0.96 -0.52 -0.43 0.223
H -0.452 -0.076 1.050 -0.42 -0.92 -0.43 0.255
H -3.012 0.392 -2.359 0.55 -0.20 -0.20 0.803
H -2.031 1.671 -1.579 0.64 -0.26 -0.17 0.868
H -4.038 2.150 -0.869 0.18 -0.12 0.12 -0.030
H -3.612 1.166 0.496 0.16 0.02 -0.03 0.512
H -5.202 -0.258 1.024 -0.27 0.16 0.12 0.289
H -6.262 -0.947 -0.041 -0.49 0.25 0.14 0.310
H -2.669 -3.379 -1.024 0.40 0.17 0.02 0.246
H 0.404 -2.524 -1.395 -0.01 0.31 0.12 0.952
H 0.877 -1.872 -2.902 -0.03 0.51 0.03 1.269
H -0.566 -3.604 -4.630 0.18 0.22 0.03 0.363
H 0.545 -3.998 -3.287 0.06 0.43 -0.03 0.181
H -2.057 -4.708 -2.482 0.06 -0.11 0.06 -0.397
H -0.728 -5.810 -2.731 0.07 -0.05 -0.13 0.500
H -3.104 -5.900 -4.070 0.00 -0.20 -0.13 0.366
H -2.313 -4.828 -5.177 0.24 -0.01 -0.13 0.385
H -1.644 -6.474 -4.850 0.04 0.15 -0.31 0.326
H -2.245 0.379 -4.973 -0.01 -0.08 -0.01 0.292
H -1.320 -0.976 -5.150 -0.43 -0.30 0.11 0.229
H 1.615 -0.179 -3.852 0.01 0.12 -0.28 0.340
H 1.214 0.924 -2.093 -0.15 -0.23 -0.19 0.928
H 2.500 -1.118 -1.856 -0.34 0.25 0.16 0.192
H 2.942 0.199 -0.834 -0.07 0.10 -0.02 1.343
H 1.276 -2.095 0.353 -0.07 0.15 -0.21 0.248
H 2.976 -2.211 0.034 -0.04 -0.01 -0.12 0.540
H 1.596 -0.411 2.004 0.21 0.41 -0.03 -0.846
H 4.331 0.020 0.747 -0.24 0.17 -0.10 0.187
H 4.469 -0.398 2.429 -0.03 -0.11 0.09 0.780
H 3.492 0.961 2.044 0.35 0.24 -0.30 -0.006
H 3.759 -2.362 2.718 0.06 0.23 0.07 0.758
H 2.283 -2.995 2.050 0.15 -0.11 0.06 0.202
H 2.587 -2.404 4.680 0.15 0.34 0.06 0.393
H 1.683 -0.975 4.147 -0.03 0.04 -0.06 0.518
H 0.756 -3.844 3.324 0.05 0.42 -0.87 0.436
H -1.324 -1.061 5.635 -0.06 -0.08 0.54 0.180
H -0.546 -2.400 6.572 -0.28 -0.06 -0.01 0.316
H 0.423 -1.164 5.804 0.05 -0.05 0.06 0.374
H -1.681 -3.393 2.832 0.07 -0.16 -0.02 0.190
H -2.388 -2.076 3.775 -0.07 -0.06 -0.05 0.139
H -2.301 -3.689 4.488 -0.22 0.02 -0.17 0.434
C 4.557 -3.289 -3.265 0.18 -0.04 -0.11 0.524
O 3.634 -2.914 -2.553 -0.16 0.01 -0.05 -0.455
N 5.679 -2.543 -3.457 -0.02 0.15 0.07 -0.380
N 4.533 -4.483 -3.920 -0.15 -0.10 0.01 -0.414
H 6.447 -2.831 -4.035 -0.02 -0.02 0.01 0.161
H 5.729 -1.658 -2.987 0.03 -0.03 -0.01 0.207
H 3.720 -5.058 -3.799 0.04 0.00 -0.01 0.210
H 5.277 -4.811 -4.508 0.01 0.02 0.02 0.160
C 1.899 2.926 -6.804 -0.05 0.01 -0.09 0.570
O 2.454 3.426 -5.841 0.03 -0.01 0.06 -0.650
N 1.082 1.838 -6.690 -0.12 -0.01 0.17 -0.285
N 2.052 3.413 -8.072 0.08 0.11 -0.07 -0.388
H 0.616 1.408 -7.466 0.05 0.05 -0.03 0.177
H 0.954 1.460 -5.764 0.13 0.03 -0.31 0.340
H 2.647 4.212 -8.188 -0.02 -0.03 0.01 0.244
H 1.606 3.017 -8.878 -0.01 -0.01 0.03 0.159
C -4.217 5.324 -1.354 0.00 0.29 0.01 0.679
O -4.129 4.494 -0.452 0.07 -0.34 -0.09 -0.697
N -3.683 6.563 -1.263 -0.31 -0.34 0.14 -0.259
N -4.867 5.055 -2.526 -0.03 -0.26 -0.06 -0.365
H -3.735 7.257 -1.985 0.25 0.05 0.04 0.172
H -3.197 6.789 -0.416 0.07 0.05 -0.10 0.123
H -5.280 4.146 -2.627 -0.06 0.06 0.00 0.215
H -4.953 5.715 -3.275 0.02 0.03 0.04 0.165
C 3.775 -5.705 3.310 0.02 -0.07 0.00 0.731
O 3.886 -4.747 4.051 -0.03 0.07 0.02 -0.598
N 3.166 -6.865 3.698 -0.13 -0.06 0.07 -0.437
N 4.251 -5.701 2.028 0.02 0.10 -0.14 -0.368
H 3.065 -7.667 3.105 0.03 0.02 0.00 0.143
H 2.807 -6.902 4.634 0.03 0.01 -0.02 0.226
H 4.705 -4.863 1.711 0.00 -0.03 0.03 0.208
H 4.171 -6.479 1.401 0.01 -0.01 0.04 0.155
C 4.702 1.613 4.929 0.03 0.03 0.12 0.688
O 5.027 0.560 4.412 0.05 0.02 0.07 -0.629
N 4.712 2.800 4.247 -0.06 0.06 -0.17 -0.380
N 4.299 1.697 6.230 -0.08 -0.07 0.10 -0.421
H 4.450 3.678 4.652 0.03 -0.02 0.03 0.165
H 5.006 2.774 3.288 0.04 0.00 0.05 0.228
H 4.281 0.844 6.759 0.02 0.02 -0.02 0.231
H 4.028 2.553 6.676 0.02 0.00 -0.02 0.150
C -1.972 9.881 -1.807 0.04 0.18 -0.04 0.649
O -2.223 8.717 -2.087 0.01 0.17 0.03 -0.664
N -2.003 10.350 -0.528 -0.03 -0.11 0.11 -0.351
N -1.640 10.801 -2.754 0.01 -0.03 -0.16 -0.413
H -1.801 11.300 -0.279 0.00 -0.01 -0.03 0.176
H -2.245 9.699 0.195 0.01 0.05 0.00 0.195
H -1.606 10.487 -3.707 0.01 0.01 0.03 0.219
H -1.430 11.760 -2.550 0.00 -0.02 0.02 0.160
C -4.044 -0.389 7.583 -0.02 -0.05 0.05 0.702
O -3.467 0.176 8.491 0.05 0.03 0.00 -0.636
N -4.783 -1.523 7.772 -0.03 -0.11 0.05 -0.402
N -3.999 0.065 6.291 0.08 0.09 -0.20 -0.382
H -5.266 -2.003 7.037 0.01 0.03 0.00 0.162
H -4.837 -1.883 8.707 0.00 0.02 -0.02 0.213
H -3.464 0.896 6.119 -0.04 0.00 0.04 0.187
H -4.464 -0.382 5.525 -0.04 -0.02 0.06 0.148

Entry 3:
8
Properties=species:S:1:pos:R:3:forces:R:3:mulliken_charge:R:1 method="wB97M-V/def2-TZVPD" charge=0 max_force_ev_per_a=6.4 homo_ev=-9.5 mol_weight_g_mol=381.9 gap_ev=8.50 e_above_lowest_kj_mol=288.0
O -0.275 -0.185 -1.438 0.62 -0.33 2.11 -0.270
O 1.745 -1.582 -0.390 -0.03 -0.45 -0.66 -0.467
O 0.487 -0.063 1.050 1.01 0.81 -1.23 -0.451
O -2.108 0.414 0.256 -2.01 -2.15 3.96 -0.321
S 1.219 -0.256 -0.388 0.81 0.65 -0.88 0.799
S -1.324 0.871 -0.782 1.05 2.37 -5.84 0.446
I -0.049 -1.755 1.704 -1.52 -2.75 2.29 0.320
I 0.305 2.557 -0.012 0.07 1.85 0.25 -0.057

Entry 4:
43
Properties=species:S:1:pos:R:3:forces:R:3:mulliken_charge:R:1 method="wB97M-V/def2-TZVPD" charge=+2 max_force_ev_per_a=0.6 homo_ev=-15.8 mol_weight_g_mol=383.2 gap_ev=7.01 e_above_lowest_kj_mol=0.0
Ti 0.592 0.709 -0.210 0.21 -0.02 0.03 0.865
C 0.573 1.583 3.201 0.01 0.02 0.01 -1.674
C 0.687 2.375 1.930 -0.04 -0.14 -0.08 0.793
C -0.401 2.466 1.033 -0.01 -0.12 -0.03 -0.655
C -0.317 3.249 -0.135 0.04 -0.11 0.03 -0.315
C 0.839 3.975 -0.393 -0.01 0.03 0.00 -0.574
C 1.902 3.926 0.509 0.00 0.01 0.02 -0.517
C 1.840 3.122 1.634 0.02 0.02 -0.01 -0.322
H -0.220 0.837 3.147 0.01 -0.01 0.00 0.327
H 0.328 2.260 4.022 -0.01 0.00 -0.01 0.396
H 1.516 1.100 3.459 -0.01 -0.01 0.00 0.420
H -1.338 1.985 1.296 0.00 0.05 0.02 0.773
H -1.168 3.305 -0.803 0.01 0.03 0.01 0.518
H 0.908 4.593 -1.278 -0.01 -0.01 -0.01 0.474
H 2.795 4.507 0.316 0.00 0.00 0.00 0.461
H 2.680 3.088 2.317 0.00 -0.01 0.01 0.508
O 4.447 0.935 -0.962 -0.09 0.01 -0.08 -0.456
C 3.370 0.474 -0.829 0.36 -0.39 0.03 0.107
O 2.217 1.211 -0.768 -0.56 0.11 -0.11 -0.462
C 3.009 -0.969 -0.645 -0.04 0.08 0.05 0.698
C 3.909 -1.996 -0.781 0.03 0.04 -0.02 -0.793
C 3.455 -3.292 -0.556 -0.02 0.01 0.00 -0.235
C 2.133 -3.491 -0.191 0.02 -0.01 -0.01 -0.835
C 1.289 -2.401 -0.059 0.03 -0.04 0.00 -0.193
N 1.718 -1.154 -0.294 0.01 0.30 0.13 0.258
H 4.931 -1.775 -1.056 0.00 0.00 0.00 0.500
H 4.130 -4.131 -0.659 -0.01 -0.01 0.00 0.481
H 1.750 -4.484 0.000 -0.01 0.00 0.00 0.447
H 0.261 -2.523 0.247 0.00 0.01 0.00 0.624
O -0.773 -0.481 0.578 -0.16 0.01 -0.03 -0.546
C -1.427 -0.389 -0.535 -0.06 -0.13 0.16 1.514
O -0.790 0.358 -1.423 0.25 0.24 -0.18 -0.704
C -2.674 -1.011 -0.808 0.03 -0.04 0.09 0.321
C -3.286 -1.776 0.202 0.03 0.03 -0.02 -0.278
C -4.493 -2.385 -0.058 -0.01 -0.01 0.02 -0.839
C -5.084 -2.237 -1.312 0.05 0.03 0.03 -0.322
C -4.478 -1.481 -2.314 -0.04 0.00 -0.06 -0.766
C -3.272 -0.863 -2.071 0.06 0.04 0.00 -0.293
H -2.807 -1.872 1.167 -0.03 -0.02 0.01 0.478
H -4.981 -2.974 0.706 -0.01 0.00 0.00 0.440
H -6.034 -2.717 -1.511 0.00 0.00 -0.01 0.439
H -4.954 -1.381 -3.279 0.00 0.00 0.00 0.449
H -2.781 -0.273 -2.833 -0.03 -0.01 -0.02 0.488

Entry 5:
21
Properties=species:S:1:pos:R:3:forces:R:3:lowdin_spin:R:1 method="wB97M-V/def2-TZVPD" multiplicity=2 charge=-1 max_force_ev_per_a=1.7 homo_ev="-0.2 / -7.6" mol_weight_g_mol=126.1 gap_ev="3.38 / 10.79" e_above_lowest_kj_mol=23.6
O -0.163 0.087 -0.754 -0.15 0.19 -0.51 0.062
H -0.967 -0.283 -0.388 -0.24 -0.05 -0.05 0.006
H 0.453 0.092 -0.021 0.52 -0.13 0.17 0.023
O -2.572 0.146 1.204 -0.89 0.55 -0.61 0.029
H -3.180 0.033 1.934 -0.17 0.01 0.07 0.003
H -1.844 -0.443 1.405 0.88 -0.35 0.56 0.005
O 0.919 -0.015 -3.459 0.06 0.05 -0.79 0.017
H 1.254 -0.912 -3.476 0.10 -0.11 0.09 0.003
H 0.592 0.103 -2.567 -0.22 0.05 0.70 0.002
O 3.610 0.933 -0.857 0.34 0.70 -0.67 0.089
H 4.137 0.139 -0.771 0.02 -0.31 0.18 0.030
H 2.990 0.890 -0.128 -0.13 -0.22 0.08 0.033
O -0.332 -1.088 2.078 -1.20 -0.40 0.09 0.111
H -0.265 -1.355 2.995 0.06 -0.12 0.32 0.032
H 0.516 -0.691 1.881 1.08 0.05 -0.26 0.027
O 2.153 -0.571 1.094 -1.45 0.30 -0.93 0.286
H 2.751 -1.265 1.373 0.83 -1.00 0.45 0.122
H 2.471 0.213 1.541 0.55 0.86 0.97 0.112
O -4.469 1.074 -1.050 -0.42 0.01 -0.19 0.006
H -4.430 1.957 -1.417 0.01 0.16 -0.11 0.000
H -3.624 0.956 -0.617 0.42 -0.25 0.44 0.002